1.
{
  "formula": "C5H9NS",
  "method": "wB97M-V/def2-TZVPD",
  "symbols": ["H", "C", "H", "C", "C", "H", "S", "C", "H", "H", "H", "H", "H", "C", "H", "N"],
  "xyz": [[-0.432, -2.010, -0.223], [-2.108, 0.142, -0.140], [-0.197, 1.054, -0.224], [1.592, -1.049, -0.107], [0.076, -1.051, -0.143], [3.248, 0.238, 0.222], [-3.069, -1.236, 0.109], [-0.617, 0.092, -0.212], [1.861, 0.679, 1.181], [-3.574, 1.487, 0.206], [1.854, -1.488, -1.091], [-1.963, 2.109, 0.196], [1.839, 1.102, -0.475], [2.194, 0.335, 0.201], [1.899, -1.804, 0.610], [-2.601, 1.400, -0.110]],
  "max_force_ev_per_a": 2.39,
  "gap_ev": 8.404,
  "multiplicity": 1,
  "smiles": "CC/C=C/C(N)=S",
  "energy_ev": -17655.730,
  "e_above_lowest_kcal_mol": 10.70,
  "lumo_ev": 0.2
}

2.
{
  "formula": "C47H54AsKN8O2SSeSi",
  "method": "wB97M-V/def2-TZVPD",
  "symbols": ["H", "H", "C", "C", "As", "H", "H", "H", "H", "H", "N", "C", "H", "H", "C", "H", "H", "H", "H", "H", "C", "C", "H", "H", "H", "C", "H", "C", "C", "H", "H", "C", "Se", "K", "C", "H", "C", "H", "N", "H", "H", "H", "H", "S", "C", "H", "C", "C", "H", "N", "C", "C", "H", "O", "H", "H", "C", "H", "C", "H", "C", "C", "C", "H", "C", "C", "N", "H", "C", "C", "H", "C", "N", "H", "C", "C", "H", "C", "H", "H", "C", "H", "H", "N", "C", "H", "C", "C", "H", "N", "C", "H", "O", "H", "C", "C", "Si", "C", "H", "H", "H", "C", "C", "C", "C", "C", "H", "N", "C", "C", "H", "H", "C", "H", "C", "H"],
  "xyz": [[-3.543, -1.442, -0.762], [-1.077, -0.516, -5.025], [3.849, 3.277, -2.188], [-0.178, -3.496, 3.410], [0.701, -2.060, -0.459], [3.495, -2.641, -3.528], [2.068, -5.890, 2.508], [2.557, 3.531, -0.486], [-0.542, -0.849, 3.515], [3.192, -4.743, -3.885], [0.367, 3.759, -4.365], [5.263, -1.148, 1.330], [2.461, -5.163, -0.291], [1.008, -7.768, -4.117], [2.893, -2.427, -2.642], [-2.767, 4.434, -1.292], [-0.402, -6.677, 4.128], [4.440, -0.941, 0.656], [3.230, -0.169, 3.593], [5.070, -2.089, 1.888], [-0.014, -4.751, -1.745], [-3.314, 5.314, -3.161], [0.154, -1.146, -2.882], [4.297, -1.189, 4.663], [2.072, -6.822, -5.240], [1.503, 3.624, -3.554], [2.207, 3.607, 2.570], [-2.421, 4.610, -2.292], [0.428, -4.765, 3.445], [-4.855, -0.913, -2.955], [0.588, 3.942, -5.331], [0.244, -5.763, -2.699], [5.098, 2.225, 2.075], [-0.888, 2.115, -0.749], [-1.734, 4.868, -4.966], [2.800, -7.493, -3.854], [1.874, -7.056, -4.166], [-4.273, 5.585, -2.737], [-1.278, 4.062, -2.703], [-3.617, 5.922, -5.179], [-1.810, -5.777, -1.254], [-8.241, 6.201, 3.218], [-0.825, -5.096, 5.038], [-3.296, 2.265, 1.974], [-3.718, -1.073, -2.916], [-0.850, 4.971, 5.314], [-7.090, 3.500, 1.721], [-0.076, -5.695, 4.508], [-4.046, 4.345, 3.978], [-1.111, -1.499, -0.501], [-7.115, 4.654, 2.552], [0.805, -3.086, 1.183], [2.355, -1.491, -2.797], [-3.211, 1.546, 3.187], [-0.342, -6.648, -2.854], [-3.567, -0.663, -5.065], [2.845, -4.498, 0.526], [1.583, 4.802, 4.867], [4.260, -0.183, 4.096], [-9.122, 5.063, 2.219], [-2.953, 5.411, -4.514], [1.425, -4.979, 2.448], [3.919, 3.438, -3.579], [3.388, -3.597, 0.159], [0.023, -2.643, 2.303], [-0.946, -1.001, -2.860], [-1.384, 3.958, 3.681], [-1.464, -1.056, 2.000], [-3.018, -0.799, -4.123], [-1.115, 3.550, 2.395], [7.125, -0.073, 4.484], [-1.174, -4.986, -0.847], [1.464, 3.549, -2.209], [-1.374, 4.905, -6.008], [2.021, -3.641, -2.507], [-5.874, 2.878, 1.505], [2.690, 3.857, -5.327], [2.646, 3.446, -1.575], [-0.896, -3.125, 4.170], [-5.943, 5.822, 4.014], [-0.460, 4.493, 4.402], [7.406, -1.393, 3.303], [0.702, -5.979, 5.206], [-8.219, 5.466, 2.526], [7.127, -0.288, 3.404], [4.265, 0.693, 4.793], [-4.831, 4.216, 3.268], [1.398, -5.793, -3.510], [6.159, -1.317, 0.763], [-2.131, 3.316, 1.552], [-1.646, -1.270, -1.671], [-5.745, 2.226, 0.639], [-3.553, 1.629, 0.698], [3.501, -5.181, 1.099], [1.173, 3.820, 2.897], [-1.636, -0.715, -4.083], [5.483, 0.147, 2.722], [-0.468, -1.218, 2.446], [-1.830, -4.120, -0.634], [7.876, 0.366, 2.834], [4.751, 3.090, -1.502], [-3.083, -1.268, -1.746], [1.676, -4.189, 1.398], [-5.973, 4.974, 3.347], [-4.776, 3.232, 2.256], [2.242, -4.686, -3.400], [3.626, -2.361, -1.766], [0.209, 3.460, 2.024], [2.742, 3.648, -4.233], [0.903, 4.469, 4.105], [4.870, 3.286, -4.057], [0.207, -0.514, 1.948], [0.856, -3.646, -1.718], [-0.917, -5.397, 0.164], [-0.851, 4.271, -3.951], [-7.996, 3.022, 1.349]],
  "max_force_ev_per_a": 4.15,
  "total_charge": -2,
  "gap_ev": 4.847,
  "multiplicity": 1,
  "energy_ev": -226854.971,
  "lumo_ev": 3.4
}

3.
{
  "formula": "C2H4NO2S",
  "method": "wB97M-V/def2-TZVPD",
  "symbols": ["H", "O", "C", "H", "H", "S", "C", "O", "H", "N"],
  "xyz": [[-0.178, 0.504, 1.217], [3.087, -0.590, 0.196], [0.471, -0.300, 1.062], [-0.126, -1.013, 0.657], [0.961, -0.697, 2.049], [1.852, 0.032, 0.002], [-2.596, 0.362, -1.432], [1.681, 1.020, -0.972], [-3.508, 0.725, -1.871], [-1.644, -0.044, -0.908]],
  "max_force_ev_per_a": 5.17,
  "total_charge": 1,
  "gap_ev": 9.566,
  "multiplicity": 1,
  "energy_ev": -18547.996,
  "e_above_lowest_kcal_mol": 23.88,
  "lumo_ev": -7.1
}

4.
{
  "formula": "HNO3",
  "method": "wB97M-V/def2-TZVPD",
  "symbols": ["N", "O", "O", "H", "O"],
  "xyz": [[-0.050, -0.047, 0.813], [0.555, -0.429, -0.346], [0.617, -0.029, 1.789], [-0.953, 0.366, -0.868], [-0.168, 0.140, -1.388]],
  "max_force_ev_per_a": 2.76,
  "gap_ev": 10.758,
  "multiplicity": 1,
  "smiles": "O=NOO",
  "energy_ev": -7642.995,
  "e_above_lowest_kcal_mol": 0.50,
  "lumo_ev": -0.4
}